A:
The following is a quantum chemistry calculation of a gas-phase ion, C7H15N2 (charge +1), from the Open Molecules 2025 dataset.

Each line ends with the Löwdin charge.
Element x y z (Å)
C1 1.03 -1.61 0.26  -0.106
C2 0.24 -0.52 0.52  -0.043
C3 -1.10 1.44 -0.48  -0.052
C4 -2.08 -0.35 1.01  0.010
C5 -1.30 -0.81 -1.44  -0.078
C6 2.78 1.23 0.46  -0.027
C7 -0.99 -0.07 -0.19  -0.604
N1 2.79 0.11 -0.36  0.041
N2 2.11 -0.84 -0.47  0.159
H1 1.59 -2.03 1.07  0.148
H2 0.56 -2.32 -0.47  0.149
H3 0.51 0.04 1.43  0.140
H4 -2.13 1.72 -0.86  0.125
H5 -0.23 1.68 -1.22  0.120
H6 -0.82 2.07 0.30  0.052
H7 -2.96 0.13 0.81  0.045
H8 -2.26 -1.49 0.89  0.116
H9 -1.74 -0.11 2.12  0.135
H10 -2.35 -0.43 -1.63  0.106
H11 -1.54 -1.95 -1.31  0.123
H12 -0.51 -0.61 -2.34  0.153
H13 3.45 1.98 -0.01  0.124
H14 3.18 1.10 1.39  0.089
H15 1.79 1.62 0.53  0.075

Calculated values
Total charge ... +1
HOMO energy (spin up / spin down) ... -13.2 / -13.1 eV
Molecular weight ... 127.2 g/mol

=====

B:
The following is a quantum chemistry calculation of a gas-phase ion, C7H15N2 (charge +1), from the Open Molecules 2025 dataset.

Each line ends with the Löwdin charge.
Element x y z (Å)
C1 0.00 0.19 0.38  -0.219
C2 -1.34 0.98 0.14  -0.046
C3 -0.03 1.75 1.98  -0.128
C4 0.45 -2.29 0.17  -0.009
C5 1.94 -0.53 -0.95  -0.027
C6 -0.53 -0.93 -1.74  -0.039
C7 0.47 -0.89 -0.52  -0.498
N1 0.54 0.63 1.43  0.113
N2 -1.17 2.19 0.98  0.104
H1 -1.38 1.33 -0.87  0.118
H2 -2.19 0.28 0.32  0.159
H3 -0.61 1.56 2.94  0.154
H4 0.85 2.39 2.34  0.166
H5 0.97 -3.08 -0.38  0.105
H6 0.89 -2.05 1.11  0.080
H7 -0.54 -2.62 0.22  0.059
H8 2.27 -1.21 -1.70  0.066
H9 2.70 -0.75 -0.10  0.127
H10 2.01 0.49 -1.38  0.096
H11 -0.21 -1.74 -2.39  0.098
H12 -0.45 -0.08 -2.34  0.057
H13 -1.60 -0.99 -1.54  0.087
H14 -1.03 2.89 0.29  0.155
H15 -1.99 2.47 1.63  0.220

Calculated values
Total charge ... +1
Structure (SMILES) ... CC(C)(C)C1=NC[NH2+]C1
HOMO energy ... -14.3 eV
Molecular weight ... 127.2 g/mol

=====

Which one sits at the bottom of the stability order? A does.